{
  "formula": "C31H49F7N3O29S4Y",
  "method": "the ωB97M-V functional and the def2-TZVPD basis",
  "e_tot_ev": -160199.322,
  "total_charge": 0,
  "fmax_ha_per_bohr": 0.1114,
  "symbols": ["Y", "C", "O", "O", "C", "F", "F", "F", "C", "C", "H", "H", "H", "H", "H", "H", "N", "S", "O", "O", "F", "S", "O", "O", "F", "N", "S", "O", "O", "F", "S", "O", "O", "F", "O", "C", "O", "C", "C", "C", "H", "H", "H", "H", "H", "H", "H", "H", "O", "C", "O", "C", "C", "C", "H", "H", "H", "H", "H", "H", "H", "H", "C", "C", "C", "C", "N", "H", "H", "H", "H", "H", "H", "H", "C", "C", "O", "C", "O", "O", "H", "H", "H", "H", "C", "C", "O", "C", "O", "O", "H", "H", "H", "H", "C", "C", "O", "C", "O", "O", "H", "H", "H", "H", "C", "C", "O", "C", "O", "O", "H", "H", "H", "H", "C", "C", "O", "C", "O", "O", "H", "H", "H", "H"],
  "coordinates": [[3.020, 0.325, 0.250], [4.093, -0.661, -3.024], [3.058, -0.609, -4.003], [3.642, -0.526, -1.782], [5.133, -1.746, -3.221], [4.697, -2.967, -2.784], [5.427, -1.907, -4.520], [6.241, -1.471, -2.549], [2.438, -1.838, -4.377], [1.287, -1.466, -5.290], [0.569, -0.919, -4.675], [1.581, -0.796, -6.097], [0.816, -2.354, -5.711], [2.010, -2.367, -3.519], [3.156, -2.465, -4.909], [4.660, 0.257, -3.287], [0.822, 0.678, 0.567], [-0.410, 0.088, -0.265], [-1.094, 0.906, -1.187], [-1.047, -0.979, 0.427], [0.535, -0.700, -1.313], [-0.152, 1.265, 1.876], [0.098, 0.545, 3.078], [-1.452, 1.736, 1.574], [0.704, 2.572, 2.114], [4.669, 1.866, 0.421], [5.991, 2.318, -0.366], [7.189, 2.261, 0.369], [5.824, 3.370, -1.303], [6.073, 1.044, -1.311], [4.677, 3.150, 1.545], [4.466, 4.438, 1.015], [5.466, 2.911, 2.683], [3.200, 2.753, 2.042], [2.469, -1.951, 0.379], [2.457, -3.176, 0.353], [2.320, -3.946, 1.396], [2.146, -3.352, 2.696], [0.721, -2.904, 2.920], [2.540, -3.950, -0.927], [2.876, -2.551, 2.794], [2.415, -4.101, 3.438], [0.428, -2.186, 2.155], [0.594, -2.375, 3.867], [0.032, -3.748, 2.928], [3.537, -3.842, -1.349], [1.808, -3.509, -1.603], [2.305, -4.992, -0.740], [-2.770, 3.254, 6.687], [-3.235, 3.495, 5.604], [-4.207, 4.389, 5.403], [-4.724, 5.074, 6.542], [-5.882, 5.940, 6.101], [-2.829, 2.807, 4.332], [-3.938, 5.716, 6.962], [-4.969, 4.423, 7.382], [-6.214, 6.538, 6.953], [-6.709, 5.300, 5.792], [-5.639, 6.649, 5.314], [-3.160, 3.363, 3.459], [-3.143, 1.768, 4.299], [-1.737, 2.829, 4.324], [3.563, 2.713, 6.400], [3.868, 1.371, 5.737], [2.616, 0.719, 5.121], [2.817, 0.242, 3.776], [2.991, -0.075, 2.689], [3.169, 3.416, 5.663], [4.453, 3.136, 6.860], [2.783, 2.625, 7.162], [4.322, 0.675, 6.443], [4.632, 1.562, 4.979], [1.784, 1.427, 5.028], [2.252, -0.078, 5.769], [1.774, 2.647, -4.611], [3.288, 2.527, -4.452], [3.459, 2.679, -3.038], [2.303, 2.435, -2.429], [2.175, 2.334, -1.233], [1.297, 2.346, -3.283], [1.344, 1.950, -5.320], [1.489, 3.671, -4.851], [3.814, 3.349, -4.934], [3.671, 1.596, -4.860], [-3.908, -4.030, 0.229], [-2.516, -3.656, 0.758], [-2.058, -4.826, 1.442], [-2.921, -5.849, 1.223], [-2.774, -6.942, 1.647], [-3.986, -5.444, 0.506], [-3.968, -3.910, -0.845], [-4.680, -3.524, 0.803], [-2.536, -2.789, 1.415], [-1.813, -3.415, -0.036], [-2.021, 0.802, -4.500], [-2.931, 1.493, -3.483], [-4.197, 1.471, -4.137], [-3.975, 1.424, -5.475], [-4.776, 1.673, -6.308], [-2.684, 1.082, -5.726], [-1.974, -0.267, -4.307], [-1.046, 1.278, -4.409], [-2.637, 2.525, -3.269], [-2.969, 0.979, -2.531], [-4.501, 0.011, -0.135], [-5.032, 1.169, 0.714], [-5.644, 2.019, -0.255], [-5.934, 1.282, -1.353], [-6.708, 1.595, -2.182], [-5.189, 0.142, -1.370], [-4.815, -0.926, 0.338], [-3.417, -0.051, -0.188], [-4.247, 1.630, 1.308], [-5.797, 0.801, 1.403], [-1.275, -4.434, -4.659], [-2.012, -5.182, -3.536], [-1.920, -4.238, -2.458], [-1.822, -2.996, -2.992], [-1.983, -1.976, -2.417], [-1.536, -3.073, -4.320], [-1.785, -4.682, -5.590], [-0.216, -4.654, -4.780], [-1.495, -6.095, -3.260], [-3.050, -5.361, -3.804]],
  "atomic_forces_ev_per_a": [[0.397, -1.298, -2.930], [0.157, 2.767, -0.563], [0.252, -0.838, 0.041], [-0.704, -0.069, 2.561], [-0.822, -1.092, -0.021], [0.266, 0.201, -0.134], [0.334, 0.157, 0.022], [0.244, 0.039, -0.013], [-0.320, 0.332, -0.562], [-0.158, 0.286, 0.400], [-0.225, -0.126, -0.178], [0.242, -0.154, -0.077], [-0.068, 0.062, 0.007], [0.335, 0.002, 0.152], [-0.002, -0.148, 0.180], [0.186, -0.258, -0.115], [-4.244, 1.453, 2.555], [1.507, -3.288, -4.442], [-0.651, 1.133, 0.711], [-0.658, 0.359, 0.708], [0.317, 0.098, 0.521], [3.211, 1.559, 1.845], [-0.452, -0.549, -0.328], [-0.120, -0.469, -0.713], [-0.379, -0.129, -0.325], [1.549, 2.844, 1.750], [1.692, -1.597, -4.629], [0.428, 0.093, 1.369], [-0.559, 0.381, 0.477], [-0.254, -0.113, 0.409], [-3.315, -0.908, 1.013], [0.672, 0.143, -0.511], [0.820, -0.197, 0.352], [-0.073, -0.279, -0.003], [0.253, 0.247, 0.848], [-0.212, -0.161, -0.833], [-0.058, -0.327, 0.350], [0.127, 0.336, 0.790], [-0.182, 0.353, -0.236], [-0.191, 0.065, 0.337], [-0.145, 0.176, -0.060], [0.081, -0.297, -0.358], [-0.137, -0.093, -0.088], [0.279, -0.101, 0.097], [0.043, -0.031, -0.152], [-0.165, 0.023, 0.015], [0.144, 0.000, -0.111], [0.046, -0.061, -0.054], [0.116, 0.038, 0.157], [-0.292, -0.396, 0.147], [-0.326, -0.121, -0.208], [0.624, 1.214, 0.590], [-0.345, -0.308, 0.371], [0.701, 0.594, -0.150], [0.082, -0.105, -0.258], [-0.219, -0.434, -0.416], [-0.050, -0.120, 0.028], [-0.068, 0.194, -0.140], [0.207, -0.197, -0.163], [-0.232, -0.160, -0.029], [-0.150, 0.008, 0.093], [-0.024, -0.214, -0.026], [-0.538, -0.185, 0.021], [0.507, 0.453, -0.077], [-0.314, 0.321, 0.392], [0.195, -0.235, -0.062], [0.314, 0.165, -0.347], [0.192, 0.031, -0.045], [0.029, 0.024, -0.022], [0.138, -0.093, 0.076], [-0.073, 0.003, 0.050], [-0.139, -0.153, -0.123], [0.095, 0.053, 0.072], [-0.077, -0.169, -0.216], [0.264, 0.240, 0.133], [-0.192, 0.677, -0.706], [0.138, -0.580, 0.087], [0.281, 0.007, -0.323], [0.171, -0.601, 0.547], [-0.318, -0.036, -0.232], [-0.059, -0.107, 0.062], [-0.190, -0.060, 0.005], [-0.009, 0.020, 0.063], [0.091, -0.271, 0.580], [0.756, -0.578, 0.451], [0.181, 0.354, -0.376], [-0.302, 0.081, -0.095], [-0.096, 0.610, 0.223], [0.163, -0.622, 0.073], [-0.023, 0.261, -0.144], [-0.324, 0.286, -0.013], [-0.275, -0.006, -0.311], [0.000, -0.221, 0.280], [-0.038, -0.111, -0.078], [-0.297, 0.579, 1.187], [0.146, -0.222, 0.258], [0.017, 0.118, -0.302], [0.238, 0.148, 0.602], [-0.281, -0.112, -0.347], [0.220, -0.006, -0.273], [0.102, -0.075, -0.211], [0.157, -0.251, -0.596], [-0.032, 0.029, -0.263], [-0.264, -0.212, -0.109], [-0.317, -0.744, 1.082], [0.000, -0.599, 0.017], [0.170, 0.113, 0.518], [0.481, -0.092, 0.122], [-0.352, 0.118, -0.456], [0.118, 0.114, 0.051], [-0.006, -0.051, -0.211], [0.025, 0.399, -0.705], [-0.038, 0.523, -0.334], [-0.078, 0.183, -0.056], [-1.294, -0.650, -0.360], [1.169, 0.230, -0.278], [-0.257, 0.106, 0.069], [0.010, -0.428, -0.829], [-0.040, 0.334, 0.530], [0.289, -0.084, 0.285], [0.222, 0.326, -0.157], [0.125, 0.213, 0.384], [-0.203, -0.075, 0.184], [-0.085, -0.014, 0.179]],
  "lowdin_charge": [1.61, -0.45, -0.08, -0.24, -0.56, 0.10, 0.16, 0.17, -0.24, -0.05, 0.07, 0.08, 0.07, 0.11, 0.12, 0.15, -0.37, 0.46, -0.21, -0.26, -0.19, 0.55, -0.25, -0.23, -0.16, -0.40, 0.45, -0.22, -0.23, -0.17, 0.54, -0.19, -0.22, -0.23, -0.05, -0.48, 0.05, -0.18, -0.04, 0.07, 0.09, 0.13, 0.05, 0.09, 0.08, 0.08, 0.09, 0.10, 0.10, -0.55, 0.00, -0.24, -0.07, 0.02, 0.13, 0.12, 0.08, 0.08, 0.08, 0.08, 0.09, 0.08, -0.09, -0.23, -0.14, -0.14, 0.14, 0.08, 0.08, 0.08, 0.11, 0.10, 0.13, 0.14, -0.07, -0.08, 0.09, -0.56, 0.06, 0.09, 0.13, 0.14, 0.14, 0.12, -0.08, -0.12, 0.05, -0.58, 0.17, 0.06, 0.12, 0.12, 0.12, 0.10, -0.11, -0.12, 0.06, -0.56, 0.17, 0.06, 0.11, 0.11, 0.14, 0.09, -0.12, -0.10, 0.07, -0.57, 0.19, 0.06, 0.12, 0.10, 0.11, 0.13, -0.11, -0.09, 0.04, -0.55, 0.17, 0.05, 0.13, 0.13, 0.14, 0.14]
}


{
  "formula": "C31H49N4O2PbS2",
  "method": "the ωB97M-V functional and the def2-TZVPD basis",
  "relative_energy_kcal_mol": 0.0,
  "e_tot_ev": -69913.424,
  "total_charge": 1,
  "fmax_ha_per_bohr": 0.0089,
  "symbols": ["Pb", "C", "C", "C", "C", "C", "C", "C", "C", "C", "C", "C", "C", "C", "C", "C", "C", "C", "H", "H", "H", "H", "H", "H", "H", "H", "H", "H", "H", "H", "H", "H", "H", "H", "H", "H", "H", "H", "H", "H", "H", "H", "H", "H", "H", "H", "H", "C", "S", "O", "C", "C", "C", "C", "C", "C", "H", "H", "H", "H", "H", "H", "H", "H", "C", "C", "C", "C", "N", "C", "S", "N", "C", "H", "H", "H", "H", "H", "H", "H", "H", "N", "C", "N", "O", "H", "H", "H", "H"],
  "coordinates": [[0.191, 0.741, 0.024], [-0.546, 3.166, 0.846], [-1.694, 2.363, 1.100], [-1.310, 1.390, 2.096], [0.076, 1.637, 2.383], [0.542, 2.746, 1.640], [1.866, 3.463, 1.820], [2.333, 4.073, 0.492], [2.939, 2.501, 2.334], [1.658, 4.584, 2.848], [-2.077, 0.505, 3.095], [-3.365, -0.144, 2.584], [-1.172, -0.641, 3.588], [-2.432, 1.396, 4.299], [-3.019, 2.660, 0.386], [-3.601, 1.436, -0.347], [-2.809, 3.734, -0.693], [-4.038, 3.224, 1.389], [-0.524, 4.033, 0.203], [0.627, 1.176, 3.193], [2.410, 3.307, -0.286], [3.316, 4.535, 0.616], [1.645, 4.848, 0.141], [3.080, 1.661, 1.645], [2.685, 2.097, 3.318], [3.894, 3.024, 2.429], [0.926, 5.312, 2.486], [2.600, 5.108, 3.037], [1.293, 4.179, 3.796], [-3.175, -0.763, 1.706], [-4.138, 0.583, 2.344], [-3.767, -0.792, 3.367], [-0.722, -1.190, 2.752], [-1.766, -1.346, 4.175], [-0.367, -0.288, 4.237], [-3.083, 2.223, 4.004], [-1.529, 1.821, 4.746], [-2.950, 0.807, 5.065], [-2.866, 1.002, -1.033], [-4.469, 1.743, -0.936], [-3.928, 0.654, 0.334], [-2.042, 3.441, -1.416], [-2.531, 4.699, -0.261], [-3.745, 3.878, -1.236], [-4.315, 2.500, 2.155], [-4.952, 3.522, 0.865], [-3.631, 4.106, 1.891], [-3.496, -2.852, -0.288], [-1.763, -2.491, -0.078], [-1.431, -1.501, -1.188], [-1.098, -4.073, -0.537], [-0.387, -4.790, 0.413], [0.157, -6.018, 0.060], [0.001, -6.500, -1.233], [-0.706, -5.764, -2.181], [-1.263, -4.543, -1.833], [-3.657, -3.217, -1.301], [-4.042, -1.924, -0.120], [-3.779, -3.605, 0.450], [-0.243, -4.385, 1.409], [0.716, -6.591, 0.790], [0.434, -7.455, -1.506], [-0.830, -6.148, -3.187], [-1.819, -3.956, -2.559], [0.156, -2.037, -4.399], [1.370, -2.119, -3.525], [2.641, -2.285, -3.980], [3.679, -2.335, -3.033], [3.465, -2.217, -1.728], [2.207, -2.057, -1.285], [1.856, -1.776, 0.362], [1.189, -2.033, -2.191], [5.097, -2.525, -3.478], [0.414, -1.606, -5.364], [-0.625, -1.434, -3.932], [-0.245, -3.039, -4.576], [2.843, -2.367, -5.040], [0.249, -1.871, -1.820], [5.215, -3.498, -3.963], [5.769, -2.469, -2.626], [5.363, -1.763, -4.214], [4.065, 1.680, -2.931], [3.386, 1.029, -1.943], [4.120, 0.509, -0.926], [2.156, 0.901, -1.980], [5.025, 1.952, -2.814], [3.509, 2.212, -3.576], [5.121, 0.456, -0.996], [3.667, -0.211, -0.376]],
  "atomic_forces_ev_per_a": [[-0.033, -0.137, -0.355], [-0.036, 0.143, 0.118], [-0.018, 0.046, -0.006], [0.002, 0.142, 0.225], [-0.048, 0.159, 0.322], [0.039, 0.091, 0.081], [0.030, -0.091, -0.150], [-0.007, 0.006, -0.013], [-0.002, -0.065, 0.004], [-0.018, 0.078, 0.046], [0.021, -0.069, -0.143], [-0.005, 0.010, 0.002], [0.029, -0.005, 0.008], [-0.007, -0.001, 0.057], [-0.006, -0.084, 0.019], [0.051, 0.006, 0.034], [0.006, 0.060, 0.012], [-0.059, -0.001, -0.019], [0.017, -0.194, -0.083], [-0.026, -0.075, -0.227], [0.015, 0.041, 0.042], [-0.074, -0.010, 0.003], [0.049, -0.080, 0.020], [0.023, 0.048, 0.032], [0.016, 0.038, -0.071], [-0.055, -0.032, -0.001], [0.056, -0.056, 0.040], [-0.087, -0.042, -0.021], [0.043, 0.033, -0.058], [0.010, 0.000, 0.026], [0.055, -0.064, -0.010], [0.019, 0.036, -0.035], [-0.068, 0.030, 0.062], [0.043, 0.048, -0.023], [-0.057, -0.025, -0.075], [0.050, -0.070, 0.027], [-0.070, -0.028, -0.029], [0.055, 0.059, -0.073], [-0.048, 0.046, 0.026], [0.040, -0.015, 0.042], [0.044, 0.040, -0.055], [-0.073, 0.012, 0.035], [-0.001, -0.082, -0.033], [0.039, 0.012, 0.026], [0.019, 0.069, -0.046], [0.060, -0.022, 0.040], [-0.024, -0.048, -0.036], [-0.066, -0.031, -0.097], [0.166, 0.341, 0.252], [0.052, -0.322, 0.067], [-0.007, 0.032, -0.111], [0.052, 0.012, 0.040], [0.027, -0.027, -0.014], [-0.010, 0.032, 0.010], [-0.027, 0.017, -0.035], [0.041, -0.115, -0.065], [-0.097, 0.009, 0.018], [0.003, -0.041, -0.009], [0.003, 0.048, -0.058], [-0.024, -0.014, -0.076], [-0.041, 0.043, -0.047], [-0.028, 0.045, 0.004], [0.020, 0.012, 0.065], [0.054, -0.041, 0.030], [0.047, 0.009, 0.086], [-0.364, 0.000, 0.004], [0.251, -0.001, -0.098], [0.060, -0.128, 0.168], [-0.206, -0.254, -0.080], [0.083, 0.295, -0.212], [0.094, -0.209, 0.001], [0.111, -0.047, 0.043], [-0.043, 0.026, 0.008], [0.013, -0.014, 0.034], [0.045, -0.039, 0.001], [0.024, 0.026, 0.042], [0.005, 0.027, 0.057], [-0.289, 0.023, -0.010], [-0.033, 0.052, 0.031], [-0.035, -0.002, -0.029], [0.014, -0.012, 0.005], [-0.095, -0.071, 0.077], [0.132, -0.167, 0.193], [0.012, 0.342, -0.066], [-0.001, 0.089, -0.099], [-0.015, 0.006, 0.040], [-0.025, 0.036, -0.009], [0.025, -0.027, -0.024], [0.058, 0.085, 0.074]],
  "lowdin_charge": [1.49, -0.12, -0.22, -0.24, -0.17, -0.34, -0.56, -0.04, -0.04, -0.03, -0.52, -0.05, -0.05, -0.03, -0.53, -0.04, -0.07, -0.03, 0.11, 0.12, 0.07, 0.09, 0.09, 0.07, 0.09, 0.09, 0.09, 0.09, 0.09, 0.04, 0.06, 0.09, 0.07, 0.09, 0.08, 0.08, 0.09, 0.09, 0.07, 0.09, 0.05, 0.09, 0.09, 0.09, 0.06, 0.09, 0.10, -0.21, 0.89, -0.64, -0.42, -0.08, -0.06, -0.06, -0.06, -0.09, 0.06, 0.05, 0.08, 0.11, 0.12, 0.11, 0.11, 0.11, 0.02, -0.24, 0.03, -0.29, 0.11, -0.79, 0.57, 0.12, -0.01, 0.09, 0.09, 0.09, 0.13, 0.06, 0.09, 0.08, 0.09, 0.18, -0.67, 0.18, -0.13, 0.10, 0.11, 0.11, 0.02]
}


- Number 2 is which compound?
  C31H49N4O2PbS2